# 1
A 13-piece molecular cluster, C44H125N11O13 overall, computed with the ωB97M-V functional and the def2-TZVPD basis.

Geometry as XYZ:
```
193
C44H125N11O13 (the ωB97M-V functional and the def2-TZVPD basis)
C -17.213 -20.396 -13.926
C -16.610 -20.399 -12.480
C -15.761 -19.186 -11.985
O -14.898 -19.389 -10.865
C -14.010 -18.301 -10.734
N -17.700 -20.735 -11.522
H -17.911 -19.578 -14.104
H -17.692 -21.359 -14.105
H -16.388 -20.250 -14.623
H -15.869 -21.190 -12.369
H -16.322 -18.253 -11.941
H -15.142 -19.066 -12.875
H -13.301 -18.222 -9.909
H -14.488 -17.327 -10.633
H -13.507 -18.246 -11.700
H -17.228 -20.896 -10.643
H -18.021 -21.681 -11.669
C -21.227 -19.787 0.201
C -20.144 -20.590 -0.566
C -18.799 -19.771 -0.709
O -17.866 -20.254 -1.704
C -18.181 -19.894 -3.028
N -20.021 -21.740 0.231
H -21.370 -18.888 -0.400
H -20.896 -19.519 1.205
H -22.137 -20.354 0.395
H -20.432 -20.939 -1.558
H -18.238 -19.450 0.169
H -19.192 -18.812 -1.048
H -19.163 -19.446 -3.175
H -18.278 -20.872 -3.500
H -17.395 -19.309 -3.506
H -19.453 -22.409 -0.269
H -20.917 -22.157 0.440
C -17.315 -24.012 -27.810
C -17.968 -23.269 -26.698
C -16.970 -23.295 -25.474
O -17.357 -22.339 -24.489
C -18.407 -22.820 -23.606
N -18.382 -21.921 -27.063
H -16.496 -23.439 -28.245
H -17.947 -24.103 -28.693
H -16.811 -24.927 -27.497
H -18.993 -23.596 -26.524
H -15.939 -23.103 -25.772
H -16.972 -24.299 -25.050
H -17.931 -23.043 -22.651
H -19.102 -23.493 -24.108
H -18.929 -21.908 -23.317
H -18.493 -21.582 -26.118
H -17.474 -21.555 -27.309
C -9.511 -10.091 -1.659
C -10.198 -9.912 -2.982
C -11.799 -10.014 -3.049
O -12.459 -11.113 -2.398
C -12.255 -12.310 -3.059
N -9.622 -8.638 -3.516
H -9.696 -9.274 -0.963
H -8.431 -10.237 -1.699
H -9.977 -10.866 -1.051
H -9.830 -10.712 -3.625
H -11.947 -9.829 -4.113
H -12.163 -9.116 -2.549
H -12.974 -13.074 -2.761
H -11.287 -12.768 -2.851
H -12.362 -12.350 -4.143
H -9.705 -8.677 -4.522
H -8.616 -8.589 -3.449
C -14.688 -27.749 -17.672
C -13.194 -27.505 -17.501
C -12.594 -26.345 -18.290
O -12.628 -26.309 -19.717
C -12.271 -27.469 -20.470
N -12.977 -27.274 -16.033
H -15.246 -26.829 -17.498
H -15.239 -28.560 -17.194
H -14.934 -27.890 -18.724
H -12.704 -28.380 -17.927
H -11.594 -26.105 -17.929
H -13.176 -25.463 -18.025
H -12.114 -27.275 -21.531
H -12.918 -28.343 -20.543
H -11.278 -27.790 -20.154
H -12.023 -26.996 -15.854
H -13.480 -26.544 -15.549
C -22.204 -14.158 -7.934
C -23.665 -13.974 -7.518
C -23.729 -13.005 -6.260
O -23.287 -11.753 -6.692
C -23.323 -10.694 -5.747
N -24.544 -13.364 -8.625
H -22.043 -14.920 -8.696
H -21.554 -14.415 -7.098
H -21.773 -13.214 -8.268
H -24.073 -14.940 -7.221
H -22.974 -13.374 -5.566
H -24.700 -12.982 -5.766
H -24.374 -10.640 -5.464
H -23.091 -9.747 -6.234
H -22.724 -10.679 -4.836
H -25.502 -13.431 -8.312
H -24.510 -12.370 -8.801
C -17.404 -7.464 -18.055
C -16.079 -8.175 -18.130
C -16.176 -9.690 -18.234
O -15.227 -10.428 -17.496
C -15.658 -11.740 -17.277
N -15.358 -7.522 -19.242
H -17.311 -6.469 -18.489
H -17.692 -7.535 -17.007
H -18.239 -8.043 -18.451
H -15.532 -7.882 -17.234
H -16.085 -9.980 -19.281
H -17.205 -9.989 -18.034
H -15.877 -12.369 -18.140
H -16.538 -11.853 -16.644
H -14.827 -12.219 -16.759
H -14.561 -8.140 -19.191
H -14.960 -6.654 -18.913
C -8.941 -22.077 -12.284
C -8.493 -23.067 -11.189
C -9.506 -23.378 -10.103
O -9.460 -22.244 -9.254
C -10.242 -22.357 -8.079
N -8.318 -24.242 -12.044
H -8.170 -22.019 -13.053
H -9.048 -21.099 -11.816
H -9.919 -22.504 -12.505
H -7.515 -22.732 -10.844
H -9.212 -24.263 -9.540
H -10.538 -23.539 -10.417
H -10.202 -21.423 -7.519
H -9.797 -23.057 -7.372
H -11.277 -22.578 -8.341
H -7.521 -23.963 -12.599
H -7.951 -24.839 -11.317
C -23.501 -24.967 -7.680
C -24.176 -26.145 -7.076
C -23.753 -27.556 -7.593
O -24.102 -27.761 -8.984
C -23.696 -29.082 -9.445
N -24.047 -26.031 -5.616
H -22.451 -25.160 -7.897
H -23.606 -23.992 -7.203
H -24.004 -24.713 -8.613
H -25.240 -25.990 -7.251
H -24.110 -28.303 -6.885
H -22.672 -27.534 -7.450
H -24.106 -29.928 -8.893
H -22.624 -29.276 -9.421
H -24.020 -29.342 -10.453
H -23.093 -26.134 -5.300
H -24.524 -26.845 -5.256
C -6.482 -12.566 -11.238
C -5.257 -12.819 -12.051
C -5.514 -13.166 -13.506
O -4.209 -13.188 -14.072
C -4.190 -13.328 -15.457
N -4.420 -11.615 -11.930
H -6.282 -12.660 -10.170
H -7.185 -13.382 -11.405
H -6.936 -11.593 -11.430
H -4.745 -13.628 -11.529
H -6.031 -12.411 -14.100
H -5.962 -14.152 -13.635
H -4.663 -12.479 -15.952
H -4.691 -14.280 -15.632
H -3.173 -13.266 -15.843
H -4.443 -11.266 -12.878
H -3.458 -11.890 -11.790
C -25.360 -21.502 -17.643
C -25.753 -22.828 -16.841
C -24.554 -23.704 -16.425
O -23.643 -24.256 -17.363
C -24.105 -24.998 -18.478
N -26.572 -22.526 -15.703
H -24.811 -21.765 -18.547
H -24.695 -20.849 -17.078
H -26.225 -20.881 -17.872
H -26.279 -23.407 -17.600
H -24.734 -24.596 -15.826
H -23.855 -23.133 -15.814
H -24.976 -25.636 -18.332
H -23.342 -25.523 -19.053
H -24.362 -24.189 -19.162
H -26.710 -23.400 -15.214
H -25.862 -22.103 -15.122
O -18.308 -27.193 -12.361
H -17.563 -27.694 -12.693
H -19.016 -27.379 -12.978
O -23.451 -19.184 -12.232
H -23.232 -18.253 -12.195
H -22.762 -19.612 -11.722
```

Results
Gap between HOMO and LUMO = 9.36 eV
Total charge = 0

# 2
A 4-piece molecular cluster, C2H12NO3 overall, computed with the ωB97M-V functional and the def2-TZVPD basis.

Geometry as XYZ:
```
18
C2H12NO3 (the ωB97M-V functional and the def2-TZVPD basis)
C -1.275 2.145 0.278
C 0.484 0.629 -0.005
N -0.484 1.012 0.760
H -2.381 2.043 0.310
H -0.886 2.630 -0.644
H -1.276 2.918 1.119
H 0.790 1.211 -0.852
H 1.022 -0.306 0.226
H -0.726 0.213 1.339
H 3.314 -0.759 1.430
H 2.734 0.233 2.424
O 2.480 -0.469 1.816
H 0.280 -0.773 -3.707
H 0.837 -1.983 -3.017
O 0.253 -1.230 -2.860
H -1.988 -1.545 -0.598
H -1.637 -2.336 0.578
O -1.729 -1.407 0.325
```

Results
Gap between HOMO and LUMO = 10.92 eV
Total charge = +1

# 3
A 2-piece molecular cluster, C6H13F2OP overall, computed with the ωB97M-V functional and the def2-TZVPD basis.

Geometry as XYZ:
```
23
C6H13F2OP (the ωB97M-V functional and the def2-TZVPD basis)
C 1.211 -1.550 -0.099
C 3.452 -0.085 -0.538
C -2.904 1.540 -0.496
C -2.632 -0.471 1.438
C 1.888 -0.280 -0.630
C 1.315 0.907 0.110
O -2.428 -0.918 -1.413
F 1.556 2.186 -0.403
F 1.498 0.902 1.451
P -2.065 -0.068 -0.256
H 1.431 -1.653 0.945
H 0.102 -1.669 -0.250
H 1.732 -2.486 -0.355
H 3.870 -0.922 -1.080
H 3.825 0.830 -0.848
H 3.862 -0.279 0.525
H -2.674 2.008 -1.521
H -3.905 1.458 -0.653
H -2.657 2.405 0.306
H -2.696 0.479 2.004
H -3.492 -1.056 1.437
H -2.070 -1.177 2.088
H 1.780 -0.102 -1.763
```

Results
Gap between HOMO and LUMO (alpha / beta) = 8.80 / 7.60 eV
Total charge = 0

# 4
C31H29F4N2OPPt as an isolated structure, computed with the ωB97M-V functional and the def2-TZVPD basis.

Geometry as XYZ:
```
69
C31H29F4N2OPPt (the ωB97M-V functional and the def2-TZVPD basis)
Pt -0.386 -0.131 0.795
C -0.761 -2.960 -1.083
C 0.011 -3.361 0.167
N 0.837 -2.288 0.757
C 2.030 -1.971 -0.046
C 3.095 -3.066 -0.170
C 1.161 -2.563 2.166
C 1.072 -1.285 2.999
N -0.245 -0.735 2.785
C -1.145 -0.593 3.779
C -2.541 -0.624 3.500
F -2.931 -0.908 2.240
C -3.503 -0.441 4.461
F -4.802 -0.486 4.116
C -3.167 -0.248 5.789
C -1.824 -0.232 6.100
F -1.453 -0.046 7.380
C -0.843 -0.389 5.144
F 0.449 -0.289 5.540
H -1.505 -3.723 -1.314
H -0.110 -2.851 -1.951
H -1.282 -2.019 -0.900
H 0.626 -4.242 -0.055
H -0.713 -3.656 0.926
H 2.491 -1.079 0.388
H 1.690 -1.707 -1.047
H 3.566 -3.295 0.784
H 3.876 -2.714 -0.843
H 2.685 -3.987 -0.583
H 2.148 -3.021 2.274
H 0.426 -3.262 2.565
H 1.851 -0.581 2.678
H 1.272 -1.545 4.038
H -3.918 -0.120 6.552
O -1.675 2.030 2.026
C -1.578 1.585 0.911
C -2.136 2.065 -0.334
C -3.283 2.876 -0.350
C -3.844 3.251 -1.550
C -3.259 2.874 -2.759
C -2.110 2.102 -2.761
C -1.568 1.669 -1.561
P -0.026 0.786 -1.270
C 1.171 2.154 -1.030
C 1.467 3.045 -2.062
C 2.318 4.113 -1.840
C 2.880 4.309 -0.586
C 2.569 3.446 0.453
C 1.717 2.375 0.234
C 0.514 0.036 -2.828
C -0.388 -0.656 -3.638
C 0.063 -1.327 -4.762
C 1.413 -1.333 -5.080
C 2.316 -0.658 -4.270
C 1.873 0.015 -3.145
H -3.720 3.177 0.592
H -4.741 3.856 -1.558
H -3.702 3.186 -3.696
H -1.642 1.816 -3.695
H 1.031 2.895 -3.043
H 2.544 4.800 -2.645
H 3.553 5.138 -0.414
H 2.988 3.607 1.437
H 1.468 1.700 1.045
H -1.441 -0.670 -3.383
H -0.645 -1.851 -5.391
H 1.765 -1.866 -5.953
H 3.369 -0.657 -4.517
H 2.581 0.529 -2.508
```

Results
Gap between HOMO and LUMO = 6.59 eV
Total charge = 0

| no. | E (eV) | F_max (hartree/bohr) |
| --- | --- | --- |
| 1 | -90649.1695 | 0.0556 |
| 2 | -9893.8171 | 0.0789 |
| 3 | -23200.7164 | 0.0997 |
| 4 | -61050.7699 | 0.0841 |